1.
ORCA calculation (ωB97M-V with the def2-TZVPD basis set) on a molecular structure, C39H43BBrCl2F11NO10PtS2 in a non-equilibrium geometry.

```
111
Properties=species:S:1:pos:R:3:forces:R:3
Pt 0.115125 1.200638 -2.655851 0.96 -0.28 2.35
N -1.679955 0.507678 -3.357081 2.28 0.80 -6.08
S -2.987525 0.159968 -2.783731 -9.33 0.12 7.97
O -3.307655 -1.248722 -2.667531 0.50 1.36 -0.61
O -4.107175 1.140558 -2.915061 2.69 -2.46 -1.00
F -2.563385 0.554518 -1.249001 -0.02 -0.54 -0.67
S -2.064575 0.376388 -5.026971 3.51 0.95 -5.56
O -1.713705 1.495748 -5.922741 -1.36 -1.47 3.29
O -3.160585 -0.457692 -5.415091 -0.31 0.85 1.49
F -0.850915 -0.587002 -5.392101 0.19 -0.10 0.67
Br 0.324715 0.336608 -0.165731 0.08 0.11 -0.54
B 2.001515 2.364188 -4.296421 0.61 1.08 -2.85
F 2.278725 2.236798 -2.988841 0.99 0.26 2.69
F 0.644665 2.232618 -4.453701 -3.20 -0.74 -0.51
F 2.180945 3.602488 -4.884011 1.49 0.90 0.13
F 2.599495 1.382728 -5.007571 1.08 -0.96 -0.75
C 3.399795 2.264678 2.004759 -1.72 -0.36 1.00
Cl 4.959795 1.952258 2.559459 2.60 -0.78 0.67
Cl 3.370065 3.783218 1.160669 -0.51 0.42 -0.75
H 3.026095 1.387118 1.477189 -0.05 0.50 -0.57
H 2.832515 2.357238 2.930889 -0.46 0.21 -0.38
C 5.005625 -1.814762 -4.262061 0.56 0.63 -0.80
C 3.625955 -1.158742 -4.287941 0.81 -1.67 -0.75
O 2.768095 -2.311562 -4.071421 -4.38 0.82 2.33
C 1.462185 -1.993012 -3.614001 0.91 0.94 -0.28
O 1.064045 -0.805282 -3.375291 1.46 -5.13 -0.86
O 0.755475 -3.201952 -3.502091 1.81 3.29 -0.35
C -0.565975 -3.025332 -3.001811 -0.63 0.43 0.77
H 5.013645 -2.607422 -5.010211 -0.12 -0.25 0.19
H 5.411055 -2.199612 -3.326321 -0.56 0.10 0.20
H 5.744045 -1.113912 -4.651471 0.05 0.30 0.13
H 3.374285 -0.966392 -5.330901 0.33 1.12 0.23
H 3.481595 -0.319962 -3.606971 -0.26 -0.33 -0.14
H -1.165975 -2.325762 -3.583781 0.05 -0.52 -0.43
H -0.551705 -2.560852 -2.015821 0.21 -0.10 0.20
H -0.984325 -4.027012 -2.903261 -0.11 0.22 -0.31
C -1.697855 4.430548 1.952949 1.06 0.60 -0.18
C -1.363855 3.819428 0.559039 -0.33 -1.39 1.52
O -0.616925 4.714298 -0.277281 -0.47 0.65 0.40
C -0.218455 4.462758 -1.511811 -1.10 -3.54 -0.56
O -0.389205 3.357818 -2.114531 0.35 3.25 1.39
O 0.321475 5.545328 -1.980881 0.36 0.47 -0.84
C 0.815075 5.591928 -3.336381 0.34 0.38 -1.00
H -0.721135 4.473708 2.434889 0.01 0.47 0.28
H -2.289295 3.829968 2.644039 -0.15 -0.69 -0.68
H -2.159905 5.414648 2.031339 0.10 0.13 -0.65
H -2.236895 3.332098 0.124979 0.04 0.58 -0.78
H -0.714585 2.995018 0.853839 0.18 -0.18 -0.55
H 0.123235 5.247458 -4.105011 -0.26 -0.62 0.57
H 1.776015 5.099198 -3.484371 -0.35 -0.23 0.50
H 0.965855 6.632238 -3.624701 -0.05 0.21 0.75
F 3.204705 -0.423442 6.564269 0.04 0.25 0.54
C 2.158045 0.035598 5.876989 -1.68 0.97 -1.54
C 1.149635 0.859608 6.414869 2.09 -0.22 1.38
C 0.051545 1.320918 5.725419 0.81 -0.88 0.80
C -0.067935 0.951098 4.411359 -0.49 -0.42 -0.58
C 0.900915 0.136528 3.816969 0.70 0.11 0.66
C 2.054655 -0.285292 4.534849 -1.11 0.07 -0.32
H 1.343275 1.239188 7.407249 -0.24 -0.24 0.40
H -0.694815 1.790858 6.348719 -0.20 0.50 -0.55
H -0.984555 1.258378 3.929929 0.10 -0.18 -0.60
H 0.781465 -0.200032 2.797729 -0.01 0.14 -0.18
H 2.817215 -0.891472 4.068539 0.01 -0.09 -0.13
F -4.086735 -0.156582 4.178819 0.21 -0.57 -0.06
C -3.893375 -1.162852 3.277669 -1.27 0.41 -1.23
C -2.974625 -0.966932 2.256409 -0.18 0.43 1.72
C -2.846015 -1.928972 1.287579 0.94 0.41 -0.70
C -3.720055 -2.958972 1.218259 -1.25 -1.48 0.91
C -4.739555 -3.113032 2.201079 1.02 -0.06 -2.18
C -4.863345 -2.189102 3.192069 0.54 0.86 1.00
H -2.375825 -0.068312 2.238629 0.20 -0.01 0.10
H -2.031115 -1.814932 0.588069 -0.09 0.03 -0.35
H -3.658675 -3.710982 0.445529 0.12 0.04 -0.14
H -5.433405 -3.913282 1.989979 -0.28 0.00 0.55
H -5.708845 -2.207912 3.863769 0.11 0.04 0.27
F 7.608155 0.398468 -0.711831 -0.45 -0.22 0.35
C 6.471295 -0.138382 -0.182101 -0.41 0.19 -0.69
C 6.512975 -0.888642 0.952169 0.97 -0.26 0.72
C 5.362165 -1.462122 1.454069 0.91 -0.95 0.82
C 4.181795 -1.310082 0.838059 -2.20 1.67 -1.80
C 4.104505 -0.479852 -0.307291 0.72 0.10 -0.02
C 5.259465 0.083308 -0.843881 0.68 -0.23 0.48
H 7.413075 -1.068012 1.521409 0.34 0.20 -0.29
H 5.448815 -2.104402 2.317999 -0.02 0.07 0.23
H 3.219475 -1.646292 1.194869 0.14 -0.49 0.31
H 3.153175 -0.230662 -0.753691 -0.19 -0.22 -0.06
H 5.343435 0.685278 -1.736621 -0.56 0.12 -0.11
F -7.357625 4.150278 1.831549 -0.43 0.63 0.66
C -6.989295 2.926548 1.466089 0.19 -1.18 -1.35
C -5.709005 2.765468 0.983419 0.60 0.17 0.62
C -5.243945 1.532618 0.534209 -1.16 -0.39 0.49
C -6.177295 0.477228 0.462309 0.70 0.21 0.14
C -7.482405 0.673168 0.879719 0.02 -0.05 -0.02
C -7.884545 1.877548 1.407299 -0.45 0.78 0.62
H -5.087415 3.635768 1.133829 0.44 0.00 -0.35
H -4.195155 1.368768 0.335229 -0.06 0.04 -0.33
H -5.869525 -0.517192 0.174539 0.15 0.01 -0.27
H -8.250735 -0.083632 0.822079 0.26 -0.39 -0.04
H -8.873865 1.980758 1.827999 -0.17 0.16 -0.15
F 2.526935 -7.222972 2.086299 -1.11 1.20 -0.24
C 1.887075 -6.103912 1.540469 1.47 0.10 -0.11
C 1.645455 -4.961152 2.338559 -0.40 -1.58 -0.69
C 1.168405 -3.833652 1.691449 -0.36 -0.14 -0.35
C 1.000335 -3.835132 0.304899 -0.05 0.56 0.79
C 1.259445 -4.954352 -0.444481 -0.28 0.72 -0.18
C 1.741235 -6.098582 0.154499 -0.26 -0.38 0.46
H 1.670475 -5.071852 3.412579 0.29 0.22 0.07
H 0.814305 -2.974962 2.242509 0.25 0.13 0.22
H 0.642825 -2.941832 -0.185601 -0.06 0.15 0.06
H 1.036105 -4.819252 -1.492461 0.34 -0.67 -0.26
H 1.937715 -6.965262 -0.459221 0.20 -0.20 0.27
```
Positions in Å, forces in eV/Å.

The total charge is -1. The calculation puts the largest force on an atom at 0.2387 hartree/bohr. The calculation puts the HOMO energy (spin up / spin down) at -6.803 / -7.223 eV. The value obtained for the electronic energy is -213682.8951 eV. The gap between HOMO and LUMO (spin up / spin down) is 9.0 / 8.2 eV. The multiplicity is 3.

These are the Löwdin partial charges, in e, on atoms 1 to 8: atom 1 (Pt): 1.07, atom 2 (N): -0.45, atom 3 (S): 0.45, atom 4 (O): -0.27, atom 5 (O): -0.29, atom 6 (F): -0.30, atom 7 (S): 0.63, atom 8 (O): -0.25



2.
ORCA calculation (ωB97M-V with the def2-TZVPD basis set) on 23 unconnected molecules or ions with the total composition ClH44O22 in a non-equilibrium geometry.

```
67
Properties=species:S:1:pos:R:3:forces:R:3
Cl 12.139410 25.141880 8.792060 -0.24 0.06 -0.19
O 9.060100 21.243920 10.272470 -0.67 -0.77 0.14
H 9.235220 22.179280 10.169170 0.30 0.32 -0.39
H 9.425980 20.842770 9.484150 0.37 -0.14 -0.06
O 10.816420 26.389900 11.748850 0.33 -0.01 0.74
H 10.011530 26.016430 11.389810 -0.16 -0.21 -0.42
H 11.027280 27.115480 11.161230 0.16 0.19 -0.30
O 9.379180 23.337050 12.476330 -0.14 0.02 0.72
H 9.270390 23.341720 11.525340 0.11 0.12 -0.47
H 8.666010 23.886100 12.802160 -0.25 0.03 0.09
O 9.218330 23.881510 9.703210 -0.41 0.20 0.50
H 9.983990 24.387820 9.431830 1.08 0.37 -0.09
H 8.639010 23.895510 8.941360 -0.31 -0.17 -0.28
O 15.419590 24.363650 8.890140 0.14 0.88 -0.01
H 14.513250 24.256160 9.178630 -0.48 0.09 0.06
H 15.784030 23.478740 8.909120 0.34 -0.59 -0.02
O 12.249070 24.619220 4.158990 0.62 0.02 -0.38
H 11.687510 24.480660 4.921670 -0.30 -0.27 0.14
H 11.676160 25.028010 3.510220 -0.14 0.11 -0.07
O 12.609120 22.586460 10.955040 -0.36 -0.16 -0.25
H 13.068750 22.844520 11.754030 0.50 0.00 0.76
H 12.564470 23.388330 10.434240 -0.23 0.37 -0.47
O 9.248200 29.653430 7.011940 -0.49 0.32 -0.29
H 10.158400 29.409960 7.180710 0.56 -0.36 0.15
H 8.794290 29.470220 7.834520 -0.03 -0.06 0.17
O 13.896060 23.258460 13.301920 0.93 -0.97 -0.23
H 13.000740 23.365140 13.623260 -0.52 0.53 0.32
H 14.153220 24.134000 13.012880 0.07 0.60 0.07
O 7.898050 22.884480 7.498480 -0.12 0.17 -0.20
H 7.420500 22.164260 7.910140 0.01 -0.30 0.38
H 7.738730 22.773350 6.561200 -0.05 0.05 -0.34
O 11.861440 28.440880 7.809610 -0.25 0.54 -0.12
H 12.050930 27.531660 8.041210 -0.12 -0.77 0.07
H 12.722030 28.841920 7.688020 0.25 0.15 0.01
O 12.771380 20.145140 9.822310 -0.06 -1.47 -0.06
H 12.657460 20.879170 10.426010 -0.08 0.63 0.11
H 12.993870 20.554440 8.986120 0.02 0.43 -0.12
O 11.518350 24.373690 13.827740 0.33 0.10 0.99
H 10.829230 23.718830 13.715950 -0.39 -0.22 -0.42
H 11.307280 25.055480 13.189890 -0.16 0.22 -0.45
O 14.122580 27.594910 10.224450 -0.10 0.66 -0.16
H 13.535950 27.220220 9.567400 -0.10 -0.36 -0.19
H 14.176560 26.926210 10.907210 0.31 -0.21 0.28
O 10.099160 24.401780 6.050550 -0.23 0.01 -0.59
H 10.796650 24.778810 6.586820 0.34 0.30 0.77
H 9.479390 24.038960 6.683390 0.02 -0.19 0.26
O 13.975510 26.183270 12.710190 0.30 -0.28 -0.06
H 13.055950 26.214160 12.446200 -0.60 -0.06 -0.14
H 14.012140 26.702450 13.513520 0.10 0.14 0.21
O 15.869260 25.392630 6.239460 0.28 0.15 -0.52
H 15.215680 25.171760 6.902990 -0.06 -0.23 0.67
H 15.357810 25.585450 5.453670 -0.14 0.10 -0.20
O 14.107640 22.629650 5.572590 0.13 -0.21 -0.16
H 13.869770 21.743110 5.301100 -0.18 -0.26 -0.16
H 14.292710 23.089820 4.753920 0.01 0.39 -0.13
O 8.098360 26.714810 10.935430 0.09 0.18 -0.04
H 8.050530 26.417410 11.844000 -0.07 0.05 0.35
H 7.248510 26.481890 10.561620 -0.16 -0.13 -0.22
O 16.146630 21.772380 9.578770 0.57 -0.03 -0.19
H 16.280750 21.905470 10.517130 0.00 -0.01 0.30
H 15.195980 21.728090 9.476130 -0.81 -0.26 -0.07
O 13.509460 22.191090 8.106440 0.23 -0.78 0.48
H 14.010640 22.200670 7.290990 0.20 0.37 -0.29
H 12.957870 22.971890 8.058310 -0.35 0.52 0.05
O 17.467510 25.913980 10.145810 0.57 0.44 0.36
H 18.159740 25.342460 10.478090 0.17 -0.08 0.06
H 16.740960 25.322240 9.950310 -0.70 -0.25 -0.48
```
Positions in Å, forces in eV/Å.

The total charge is -1. The calculation puts the largest force on an atom at 0.0286 hartree/bohr. The calculation puts the HOMO energy at -7.378 eV. The value obtained for the electronic energy is -58287.9011 eV. The gap between HOMO and LUMO is 9.1 eV. The value obtained for the energy above the lowest of the compared OMol25 structures with the same formula, charge and spin is 181.5 kJ/mol.

These are the Löwdin partial charges, in e, on atoms 1 to 8: atom 1 (Cl): 0.08, atom 2 (O): -0.06, atom 3 (H): -0.04, atom 4 (H): 0.03, atom 5 (O): -0.06, atom 6 (H): -0.01, atom 7 (H): 0.05, atom 8 (O): -0.03



Question: What is the electronic energy in the first record?
Answer: -213682.8951 eV



Question: Among the records above, which one has the highest largest force on an atom?
Answer: C39H43BBrCl2F11NO10PtS2



Question: Among the records above, which one has the highest largest force on an atom?
Answer: C39H43BBrCl2F11NO10PtS2